(1)
Formula: C39H43As2ClOsSi2
Source: the OMol25 dataset
Level of theory: ωB97M-V with the def2-TZVPD basis set

Geometry as XYZ:
```
88
Properties=species:S:1:pos:R:3:forces:R:3:mulliken_spin:R:1
C -1.778 -0.732 4.346 -0.57 -0.35 2.12 -0.063
C -2.686 -0.271 3.349 -1.60 0.15 0.53 0.020
C -2.692 -1.230 2.296 -1.87 -0.58 -0.15 0.082
H -3.260 0.640 3.407 -0.09 -0.04 -0.03 0.005
C -1.807 -2.282 2.652 -0.92 -1.46 0.75 0.011
C -1.266 -1.986 3.925 -0.58 -1.47 1.33 0.225
H -0.646 -2.636 4.517 0.01 0.09 -0.05 0.035
H -1.560 -0.250 5.285 -0.07 -0.05 0.09 -0.001
H -3.346 -1.224 1.438 0.23 0.05 -0.17 0.015
H -1.644 -3.191 2.093 0.12 0.17 -0.11 0.020
Os -0.776 -0.417 2.550 4.14 3.33 -4.31 2.152
Si 1.703 -0.089 -4.202 -0.28 1.33 0.58 0.038
C 1.231 1.420 -5.225 0.16 0.16 -0.21 0.029
C 1.969 1.906 -6.321 -0.23 0.14 -0.05 0.013
H 2.920 1.437 -6.584 -0.21 0.23 0.00 -0.005
C 1.481 2.970 -7.093 -0.06 -0.10 0.15 -0.003
H 2.056 3.313 -7.954 -0.18 -0.05 0.29 0.000
C 0.257 3.580 -6.773 0.21 -0.29 0.15 0.009
H -0.128 4.413 -7.367 0.21 -0.32 0.17 0.000
C -0.481 3.104 -5.684 0.19 -0.10 -0.14 0.008
H -1.441 3.560 -5.427 0.32 -0.15 -0.11 0.001
C -0.001 2.027 -4.935 -0.13 -0.01 -0.10 -0.004
H -0.605 1.644 -4.114 0.13 0.11 -0.28 -0.001
C 1.536 -1.530 -5.413 0.92 -0.57 0.84 0.273
C 0.545 -1.441 -6.407 -1.71 -0.73 -1.78 0.185
H 0.089 -0.478 -6.631 0.10 -0.15 0.08 0.002
C 0.082 -2.575 -7.086 -0.18 1.22 0.23 0.002
H -0.722 -2.484 -7.817 0.23 0.03 0.25 0.005
C 0.634 -3.827 -6.814 -0.57 0.13 -0.43 0.237
H 0.222 -4.727 -7.281 0.26 0.33 0.09 0.002
C 1.728 -3.910 -5.938 1.41 0.66 1.45 0.134
H 2.210 -4.875 -5.774 -0.14 0.31 0.03 0.006
C 2.188 -2.773 -5.262 0.23 -1.51 -0.50 0.020
H 3.041 -2.856 -4.588 -0.27 -0.06 -0.14 0.004
H 0.494 -0.242 -3.357 -0.01 -0.35 0.04 0.034
Si -0.091 -0.052 0.244 -1.25 0.30 -0.47 0.090
C -0.785 -1.709 -0.435 0.59 -0.07 0.05 0.056
C -1.921 -1.750 -1.252 0.05 -0.21 -0.14 0.084
H -2.387 -0.812 -1.556 -0.09 -0.25 0.12 0.000
C -2.404 -2.970 -1.746 0.13 0.18 -0.01 -0.004
H -3.276 -2.971 -2.396 0.15 -0.02 0.13 0.000
C -1.753 -4.170 -1.447 0.17 0.24 0.20 0.032
H -2.109 -5.114 -1.869 0.09 0.36 0.23 0.001
C -0.623 -4.144 -0.620 0.10 0.26 -0.06 -0.007
H -0.095 -5.074 -0.393 -0.18 0.34 -0.02 0.000
C -0.145 -2.922 -0.117 -0.08 -0.38 -0.25 0.011
H 0.756 -2.918 0.507 -0.31 0.00 -0.20 -0.007
C -1.168 1.347 -0.540 0.46 0.13 0.12 -0.029
C -2.432 1.655 -0.003 -0.23 0.32 -0.22 0.073
H -2.807 1.093 0.857 0.09 0.17 -0.21 -0.025
C -3.247 2.658 -0.557 0.12 -0.16 -0.03 0.020
H -4.226 2.894 -0.131 0.35 -0.24 -0.07 0.001
C -2.817 3.366 -1.683 0.46 -0.25 0.06 0.005
H -3.455 4.117 -2.161 0.26 -0.28 0.31 0.000
C -1.547 3.096 -2.207 0.06 -0.11 0.07 0.001
H -1.214 3.665 -3.083 -0.01 -0.26 0.45 0.000
C -0.721 2.108 -1.636 -0.41 0.07 -0.02 0.013
H 0.266 1.888 -2.064 -0.42 0.29 0.20 0.001
H 2.874 0.023 -3.233 -0.36 -0.43 -0.99 0.009
Cl 1.852 0.156 -0.401 0.25 0.08 0.01 0.018
C 3.995 -0.338 4.514 0.05 0.35 -0.64 0.095
As 2.154 -0.614 3.801 0.33 -0.19 1.23 0.041
C 2.169 -2.476 4.460 -0.27 0.29 -0.28 0.000
C 1.331 0.283 5.392 -0.05 -0.11 -1.04 -0.043
C 1.628 -0.222 6.653 -0.55 0.79 0.22 0.008
C 1.044 0.398 7.767 0.06 -0.13 0.08 0.003
C 0.176 1.484 7.619 0.06 -0.14 -0.16 0.001
C -0.131 1.966 6.334 0.29 0.00 0.01 0.006
C 0.473 1.399 5.206 -0.07 -0.38 0.22 0.064
As -0.135 1.850 3.345 0.69 -0.45 0.78 -0.034
C -1.572 3.199 3.524 0.47 -0.11 -0.14 0.003
C 1.394 2.626 2.376 -0.46 0.33 0.44 0.038
H 4.700 -0.537 3.696 -0.02 0.12 0.39 -0.005
H 4.155 -1.039 5.339 0.03 0.24 -0.16 0.005
H 4.068 0.699 4.859 0.20 -0.30 -0.13 -0.002
H 2.541 -2.482 5.490 -0.14 -0.23 -0.36 -0.001
H 1.159 -2.878 4.399 0.43 -0.27 0.05 -0.013
H 2.853 -3.028 3.804 -0.20 0.00 0.22 0.002
H 2.298 -1.079 6.794 -0.35 0.50 -0.04 0.000
H 1.278 -0.017 8.751 -0.19 0.33 -0.20 0.000
H -0.274 1.955 8.502 0.18 -0.26 -0.45 0.000
H -0.845 2.782 6.220 0.22 -0.09 0.12 0.000
H -1.140 4.181 3.773 -0.15 -0.42 -0.07 -0.001
H -2.093 3.259 2.555 0.19 -0.04 0.39 0.000
H -2.263 2.883 4.319 0.23 0.07 -0.32 0.001
H 1.681 3.546 2.902 0.08 -0.25 -0.27 0.003
H 2.213 1.896 2.365 -0.35 0.23 0.03 0.000
H 1.069 2.850 1.352 0.08 -0.04 0.24 -0.003
```
Positions in Å, forces in eV/Å.

Summary:
⟨S²⟩: 6.035
Calculated total energy: -193544.8341 eV
Net charge: +2
Spin multiplicity: 5

=====

(2)
Formula: C39H43BrFKN9O4Si
Source: the OMol25 dataset
Level of theory: ωB97M-V with the def2-TZVPD basis set

Geometry as XYZ:
```
99
Properties=species:S:1:pos:R:3:forces:R:3:mulliken_charge:R:1
K -0.171 -0.913 0.141 -1.42 0.88 -0.35 0.940
Br -6.001 -4.445 -1.590 0.04 0.02 0.03 -0.291
C -4.447 -3.835 -0.662 0.04 -0.09 -0.02 -0.038
C -3.293 -4.636 -0.645 -0.05 -0.02 -0.04 -0.423
C -2.181 -4.219 0.026 -0.08 0.01 0.01 -0.666
C -2.123 -2.969 0.740 -0.18 -0.24 0.32 0.338
O -1.092 -2.643 1.388 -0.41 -0.86 0.39 -1.006
C -3.316 -2.157 0.658 0.04 0.05 0.06 1.259
C -3.408 -0.838 1.234 -0.11 -0.17 -0.01 -0.645
N -2.446 -0.194 1.776 0.29 -0.02 0.04 0.174
C -2.614 0.983 2.462 0.03 0.10 -0.24 -0.287
C -3.425 1.088 3.567 -0.08 0.11 0.10 -0.192
C -3.481 2.278 4.326 -0.04 -0.12 -0.01 -0.643
C -2.733 3.366 3.989 0.05 0.01 -0.07 -0.906
C -1.894 3.306 2.846 -0.04 0.10 0.08 0.926
C -1.112 4.403 2.420 -0.03 0.03 0.08 -0.689
C -0.344 4.292 1.301 0.02 -0.01 -0.07 -1.012
C -0.359 3.070 0.594 0.07 0.03 0.05 -0.490
N -1.061 2.031 0.954 -0.10 -0.10 0.18 0.478
C -1.827 2.127 2.077 -0.01 -0.13 -0.18 -0.137
C -4.448 -2.628 -0.029 -0.05 0.15 -0.02 -0.774
H -3.293 -5.583 -1.171 0.00 -0.01 0.00 0.373
H -1.285 -4.827 0.045 0.01 -0.02 0.01 0.417
H -4.398 -0.363 1.152 -0.02 -0.03 0.10 0.264
H -3.995 0.220 3.869 -0.02 -0.01 0.03 0.535
H -4.125 2.315 5.196 -0.01 -0.01 0.00 0.361
H -2.770 4.277 4.573 0.01 0.01 0.00 0.368
H -1.138 5.324 2.992 -0.01 0.00 0.01 0.380
H 0.264 5.115 0.948 0.01 -0.01 -0.01 0.435
H 0.238 2.957 -0.304 0.05 -0.01 -0.05 0.597
H -5.330 -1.998 -0.070 -0.02 0.01 0.01 0.376
F 3.386 -0.206 5.997 0.29 -0.11 -0.71 -0.357
C 3.964 -0.407 4.767 -0.17 0.04 0.23 0.702
C 3.187 -0.367 3.639 0.04 0.07 0.19 -1.166
C 3.778 -0.508 2.383 -0.22 0.04 -0.28 0.196
C 2.913 -0.443 1.165 0.21 -0.04 -0.02 0.942
O 1.752 -0.071 1.257 0.80 0.31 0.57 -0.718
C 3.581 -0.846 -0.068 0.14 -0.06 0.13 -0.345
C 4.928 -0.977 -0.060 -0.16 -0.01 -0.04 -0.412
N 5.731 -0.843 1.032 0.08 0.13 -0.03 0.323
C 7.159 -0.868 0.857 -0.04 -0.15 0.07 -0.309
C 7.754 0.064 -0.151 0.00 0.02 -0.03 -0.820
C 7.951 0.317 1.316 0.08 0.05 -0.03 -0.452
C 5.156 -0.693 2.285 0.15 -0.15 0.16 -0.359
C 5.924 -0.782 3.452 0.04 0.05 -0.02 -0.094
C 5.348 -0.635 4.700 -0.28 0.11 0.20 -1.295
N 6.175 -0.712 5.849 0.15 -0.06 0.03 0.599
C 5.654 -1.374 7.040 0.01 0.11 0.00 -0.289
C 6.824 -1.782 7.914 0.05 -0.02 0.05 -2.104
N 7.618 -0.581 8.280 -0.05 0.01 -0.05 -0.819
C 8.087 0.143 7.075 0.06 -0.03 0.04 -1.971
C 6.910 0.501 6.191 -0.08 -0.05 -0.03 -0.350
C 2.872 -1.156 -1.387 0.00 0.02 0.04 0.288
O 3.593 -1.419 -2.364 0.06 0.04 -0.14 -0.848
O 1.617 -1.146 -1.344 0.77 0.03 -0.49 -0.555
H 2.119 -0.202 3.698 -0.03 0.01 -0.01 0.710
H 5.426 -1.213 -0.992 -0.01 0.02 -0.01 0.629
H 7.621 -1.845 0.958 -0.04 0.01 0.05 0.356
H 7.067 0.709 -0.680 0.00 0.02 -0.01 0.312
H 8.586 -0.297 -0.739 0.01 -0.01 0.01 0.268
H 7.398 1.133 1.759 -0.03 0.00 -0.01 0.240
H 8.922 0.132 1.753 0.00 0.01 -0.01 0.283
H 6.984 -0.990 3.401 -0.03 0.00 0.04 0.668
H 5.090 -2.258 6.741 0.01 -0.02 -0.01 0.458
H 4.978 -0.723 7.611 0.01 -0.08 -0.01 0.407
H 7.492 -2.449 7.371 -0.01 -0.04 0.07 0.256
H 6.517 -2.250 8.851 -0.07 -0.02 -0.03 0.804
H 8.468 -0.835 8.953 -0.08 -0.01 -0.14 1.228
H 7.028 0.056 8.847 0.08 -0.01 0.12 0.549
H 8.758 -0.532 6.546 0.05 0.06 0.04 0.303
H 8.644 1.013 7.429 -0.04 0.04 -0.06 0.766
H 7.275 0.969 5.277 0.01 -0.01 -0.03 0.419
H 6.260 1.227 6.705 0.02 0.03 -0.03 0.285
C -2.705 4.196 -1.939 -0.10 0.09 0.11 -0.871
Si -1.824 3.087 -3.157 0.12 -0.15 0.08 -0.055
C -3.022 2.689 -4.531 -0.11 -0.06 -0.11 -1.045
C -0.374 4.025 -3.876 0.11 0.05 -0.03 -1.011
C -1.231 1.557 -2.335 0.06 0.04 0.01 -0.983
H -3.150 5.044 -2.465 -0.03 0.05 0.04 0.379
H -2.025 4.577 -1.176 0.01 0.03 0.00 0.227
H -3.501 3.659 -1.421 -0.04 -0.02 -0.01 0.280
H -3.390 3.612 -4.985 -0.04 0.00 -0.05 0.288
H -3.876 2.126 -4.152 -0.03 0.01 0.02 0.308
H -2.555 2.081 -5.307 0.03 0.01 -0.03 0.316
H -0.720 4.876 -4.467 0.02 0.04 -0.01 0.298
H 0.230 3.386 -4.522 0.00 -0.02 -0.04 0.317
H 0.279 4.404 -3.088 0.02 0.02 0.02 0.307
H -0.199 1.222 -2.362 0.05 -0.04 -0.02 0.652
H -1.890 0.901 -1.781 -0.04 -0.04 0.01 0.603
N 1.035 -1.696 -3.902 -0.25 -0.07 -0.24 -0.136
C 0.092 -2.270 -4.653 0.18 0.11 0.18 0.639
N 0.503 -2.815 -5.847 -0.14 -0.03 -0.17 -0.481
N -1.185 -2.377 -4.382 -0.03 0.01 0.10 -0.786
C -1.664 -1.938 -3.224 0.07 -0.10 -0.47 0.503
N -2.220 -1.575 -2.276 0.20 0.13 0.19 -0.356
H 2.017 -1.837 -4.100 -0.06 0.00 0.08 0.245
H 0.889 -1.431 -2.920 0.11 -0.08 0.00 0.111
H 1.323 -2.407 -6.263 0.01 0.00 -0.01 0.225
H -0.261 -2.986 -6.484 0.11 -0.01 0.08 0.273
```
Positions in Å, forces in eV/Å.

Summary:
Net charge: -1
ΔE to the lowest compared entry with this formula, charge and spin: 0.00 kJ/mol

=====

(3)
Formula: C39H43Cl2N3O15P3S
Source: the OMol25 dataset
Level of theory: ωB97M-V with the def2-TZVPD basis set

Geometry as XYZ:
```
106
Properties=species:S:1:pos:R:3:forces:R:3:mulliken_charge:R:1
C 2.818 1.879 4.616 0.03 0.07 -0.13 -1.183
C 4.175 1.186 4.751 -0.37 0.26 1.02 0.425
Cl 5.353 1.719 3.473 -0.01 -0.06 -0.02 -0.239
C 4.138 -0.308 5.035 0.10 0.53 -0.87 -1.192
P 3.624 -1.610 3.734 2.39 -1.76 0.22 0.510
C 3.116 -3.228 2.849 -0.60 0.67 -0.47 -1.318
C 1.918 -3.206 1.898 0.34 -1.61 -0.05 0.900
C 1.575 -4.647 1.439 0.10 1.22 -0.45 -0.836
Cl 2.642 -5.148 0.066 -0.01 -0.23 0.17 -0.235
O 2.313 -2.126 4.985 -0.11 0.08 -0.17 -0.749
C 1.197 -1.573 4.894 -2.62 1.00 0.30 0.835
N 0.126 -1.074 4.870 1.78 -0.82 -0.02 -0.777
O 2.601 -0.598 2.858 -0.38 -0.72 -0.07 0.089
C 3.146 -0.040 1.679 -0.38 0.35 0.54 0.027
C 2.163 0.054 0.523 -0.07 -0.11 0.54 -1.013
C 0.820 0.549 1.056 0.05 -0.02 -1.10 -0.268
C -0.268 0.416 -0.011 -0.40 0.04 0.94 -0.643
C -1.529 1.197 0.370 0.60 -0.36 -0.28 -0.300
S -2.182 0.661 1.974 -0.18 0.37 0.29 -0.196
C -3.245 -0.651 1.553 1.40 0.53 0.39 0.360
N -4.219 -0.728 0.747 -1.11 0.45 -0.98 -0.046
N -4.708 -2.013 0.871 -1.71 0.36 -1.80 -0.587
C -4.001 -2.608 1.715 0.72 -0.02 0.70 -0.042
O -3.028 -1.808 2.194 0.46 -1.05 1.02 -0.199
C 4.527 -0.688 1.457 0.78 1.49 0.14 -0.251
P 4.775 -1.937 0.103 -1.01 -1.06 0.41 -0.407
P 4.299 -1.131 -1.845 2.04 -0.73 -0.02 1.005
O 5.308 -1.657 -2.783 0.58 -0.34 -0.26 -0.777
O 2.892 -1.727 -2.284 -0.79 1.08 0.38 -0.474
O 4.243 0.467 -1.938 -1.16 0.05 0.12 -0.441
O 4.953 -1.257 2.652 -0.82 -0.16 -0.07 -0.659
H 2.003 1.189 4.417 -0.01 -0.09 -0.29 0.102
H 2.582 2.388 5.547 0.00 -0.01 0.23 0.414
H 2.867 2.662 3.869 -0.16 0.03 -0.29 0.366
H 4.615 1.636 5.634 0.36 0.05 0.06 0.517
H 5.132 -0.598 5.362 0.26 -0.21 -0.20 0.487
H 3.515 -0.431 5.914 -0.29 0.06 0.12 0.443
H 4.583 -2.467 4.407 -0.42 -0.02 0.29 -0.081
H 2.897 -3.983 3.597 0.05 0.13 0.47 0.639
H 3.999 -3.596 2.332 0.18 0.11 -0.22 0.478
H 2.132 -2.665 0.983 -0.14 0.40 -0.01 -0.514
H 1.003 -2.843 2.361 0.06 0.42 0.18 0.083
H 1.691 -5.365 2.237 -0.06 -0.25 0.07 0.429
H 0.577 -4.639 1.018 -0.19 -0.36 0.05 0.379
H 3.265 1.007 1.970 0.67 0.15 -0.24 0.068
H 2.072 -0.862 -0.061 -0.17 -0.14 0.08 -0.047
H 2.540 0.839 -0.126 0.18 -0.07 -0.36 0.604
H 0.537 0.016 1.956 -0.01 0.06 0.24 0.166
H 0.947 1.615 1.253 -0.05 0.11 0.48 0.131
H 0.090 0.796 -0.965 0.03 -0.18 -0.27 0.357
H -0.538 -0.638 -0.060 0.08 -0.18 -0.52 0.314
H -2.276 1.171 -0.408 -0.32 -0.09 0.04 0.101
H -1.247 2.237 0.495 -0.18 0.26 0.23 0.257
H -4.159 -3.614 2.029 0.37 -0.33 0.42 0.541
H 5.188 0.166 1.287 0.16 -0.04 -0.35 0.681
H 6.176 -2.074 0.015 -0.05 0.68 -0.18 0.033
H 3.099 -2.528 -2.780 -0.05 -0.15 -0.08 0.406
H 5.118 0.822 -1.745 0.12 0.03 0.01 0.331
C -5.279 3.867 -4.321 0.02 -0.02 0.04 -0.565
C -4.215 3.951 -3.527 0.16 0.12 0.00 -0.332
C -3.962 2.925 -2.487 -0.12 -0.09 -0.02 0.751
O -2.991 2.996 -1.755 -0.24 -0.13 -0.09 -0.548
C -4.928 1.806 -2.360 0.04 -0.10 0.09 -0.402
C -5.990 1.726 -3.156 0.02 0.03 -0.01 -0.404
C -6.249 2.750 -4.200 -0.01 -0.02 0.01 0.208
O -7.218 2.675 -4.927 -0.02 0.01 -0.02 -0.566
H -5.488 4.603 -5.087 -0.02 -0.01 -0.01 0.473
H -3.491 4.766 -3.598 -0.34 -0.30 -0.02 0.417
H -4.721 1.070 -1.590 0.01 0.01 0.04 0.497
H -6.709 0.921 -3.082 -0.02 0.01 -0.02 0.464
C -7.731 -7.013 2.841 -0.06 0.02 -0.02 -0.336
C -8.611 -6.041 2.619 0.03 -0.06 0.00 -0.342
C -8.316 -4.633 2.989 0.01 0.02 -0.02 0.346
O -9.120 -3.750 2.790 -0.04 0.00 0.02 -0.543
C -6.998 -4.354 3.613 0.09 -0.01 0.03 -0.308
C -6.117 -5.327 3.836 -0.03 0.08 -0.01 -0.402
C -6.413 -6.734 3.467 0.02 -0.01 0.00 0.375
O -5.613 -7.620 3.667 0.00 -0.03 0.01 -0.546
H -7.928 -8.045 2.579 0.04 -0.01 0.01 0.402
H -9.576 -6.225 2.164 -0.01 0.04 0.00 0.403
H -6.798 -3.323 3.876 -0.04 0.02 -0.03 0.449
H -5.153 -5.141 4.292 0.01 -0.05 0.01 0.498
C 3.393 1.494 -7.433 0.00 0.01 -0.07 -0.412
C 4.047 0.384 -7.759 0.00 0.02 -0.04 -0.419
C 4.442 -0.608 -6.725 0.00 0.00 0.08 0.183
O 5.039 -1.618 -7.033 -0.01 -0.01 -0.06 -0.550
C 4.081 -0.318 -5.314 -0.11 -0.04 -0.08 -0.043
C 3.424 0.797 -4.993 0.00 -0.06 -0.14 -0.136
C 3.029 1.786 -6.023 0.00 0.00 0.08 0.139
O 2.429 2.801 -5.733 0.00 0.02 -0.03 -0.557
H 3.095 2.231 -8.169 -0.02 0.02 0.03 0.404
H 4.321 0.151 -8.780 0.02 -0.04 0.02 0.407
H 4.381 -1.058 -4.574 0.10 0.16 -0.18 0.447
H 3.149 1.032 -3.975 -0.02 0.02 0.02 0.519
C -0.437 7.570 -3.161 0.00 0.06 -0.04 -0.443
C 0.625 7.648 -2.364 -0.03 0.02 -0.03 -0.519
C 0.882 6.623 -1.319 0.01 -0.06 0.03 0.201
O 1.849 6.700 -0.595 0.02 0.04 0.01 -0.550
C -0.091 5.509 -1.201 -0.04 0.02 -0.05 -0.595
C -1.155 5.428 -1.998 -0.13 -0.08 0.00 0.034
C -1.405 6.455 -3.038 0.02 -0.02 0.01 0.710
O -2.376 6.388 -3.772 0.25 0.26 0.03 -0.628
H -0.643 8.306 -3.928 -0.03 -0.03 -0.01 0.418
H 1.346 8.453 -2.436 0.03 -0.02 0.03 0.401
H 0.116 4.772 -0.435 0.03 0.01 0.01 0.597
H -1.881 4.615 -1.928 0.32 0.27 0.02 0.395
```
Positions in Å, forces in eV/Å.

Summary:
Calculated total energy: -140067.9203 eV
Net charge: -1